Formula: C28H72O32S10
Source: the OMol25 dataset
Level of theory: wB97M-V/def2-TZVPD

Results
highest occupied orbital energy = -10.33 eV
multiplicity = 1
energy relative to the best compared isomer or geometry (same formula, charge and spin) = 1.9463 eV
SMILES string = CCOS(C)(=O)=O.CCOS(C)(=O)=O.CCOS(C)(=O)=O.CCOS(C)(=O)=O.CCOS(C)(=O)=O.CCOS(C)(=O)=O.CCOS(C)(=O)=O.CCOS(C)(=O)=O.O=S1(=O)OCCO1.O=S1(=O)OCCO1
gap between HOMO and LUMO = 0.387 Ha

Last column: Mulliken charge in e.
Atoms and positions in Å:
C1 4.11 -3.10 1.09  -0.6902
C2 3.30 -3.68 2.20  -0.1321
O1 2.31 -4.54 1.71  -0.0660
S1 1.70 -5.69 2.71  1.0755
C3 3.20 -6.87 2.64  -0.9582
O2 1.67 -5.13 4.06  -0.6272
O3 0.59 -6.41 2.16  -0.5909
H1 5.03 -2.69 1.50  0.4250
H2 3.55 -2.23 0.73  -0.3150
H3 4.33 -3.81 0.30  0.3130
H4 3.89 -4.11 3.00  0.6508
H5 2.82 -2.83 2.68  -0.0795
H6 3.06 -7.63 1.87  0.3339
H7 3.34 -7.48 3.53  0.3758
H8 4.09 -6.33 2.33  0.3093
C4 -3.01 3.84 2.48  -0.6387
C5 -3.15 4.63 3.78  -0.2764
O4 -3.80 3.81 4.64  -0.2037
S2 -4.33 4.52 6.08  1.0736
C6 -2.68 4.43 7.01  -0.7311
O5 -4.66 5.88 5.87  -0.5872
O6 -5.29 3.69 6.81  -0.6005
H9 -2.89 4.62 1.74  0.3311
H10 -3.89 3.23 2.28  0.1476
H11 -2.12 3.20 2.50  0.0476
H12 -2.15 4.80 4.18  0.2070
H13 -3.63 5.58 3.54  0.4396
H14 -2.41 3.38 6.88  0.0522
H15 -2.74 4.70 8.07  0.4482
H16 -1.98 5.08 6.49  0.3144
C7 0.18 -1.59 3.13  -0.5040
C8 -0.27 -0.21 3.82  -0.0509
O7 0.55 0.15 4.87  -0.3451
S3 0.56 1.75 5.45  0.8356
C9 -0.11 1.19 7.14  -1.0671
O8 1.92 2.22 5.58  -0.5432
O9 -0.43 2.59 4.80  -0.3766
H17 -0.50 -1.98 2.38  0.0847
H18 0.33 -2.36 3.88  0.4593
H19 1.16 -1.52 2.65  -0.3991
H20 -0.34 0.55 3.05  0.1381
H21 -1.23 -0.28 4.33  0.5347
H22 -1.13 0.83 7.04  0.3172
H23 0.02 2.05 7.80  0.4115
H24 0.53 0.34 7.42  0.3778
C10 -8.62 1.92 1.93  -1.1735
C11 -8.09 0.99 0.83  -0.1073
O10 -6.91 0.32 1.19  -0.3202
S4 -5.47 0.51 0.24  0.8416
C12 -6.01 -0.25 -1.40  -1.0246
O11 -5.31 1.95 0.02  -0.5293
O12 -4.38 -0.35 0.71  -0.3294
H25 -9.20 1.46 2.73  0.3352
H26 -9.26 2.56 1.32  0.3384
H27 -7.81 2.47 2.41  0.2669
H28 -8.88 0.34 0.45  0.3785
H29 -7.79 1.58 -0.04  0.2137
H30 -6.40 -1.19 -1.00  0.4466
H31 -5.20 -0.52 -2.08  0.3479
H32 -6.73 0.46 -1.81  0.3328
C13 -3.91 -3.74 0.67  -0.9429
C14 -3.34 -4.00 -0.73  -0.0570
O13 -2.23 -4.88 -0.60  -0.1803
S5 -1.08 -4.82 -1.77  0.9373
C15 -0.26 -6.49 -1.38  -0.8888
O14 -1.78 -4.96 -3.06  -0.6680
O15 -0.19 -3.72 -1.45  -0.2656
H33 -3.12 -3.44 1.36  0.1741
H34 -4.42 -4.61 1.07  0.4009
H35 -4.63 -2.92 0.61  0.1260
H36 -4.06 -4.49 -1.39  0.3062
H37 -3.07 -3.05 -1.20  0.1204
H38 0.68 -6.51 -1.93  0.3777
H39 -0.84 -7.30 -1.83  0.3912
H40 -0.13 -6.66 -0.31  0.1912
C16 2.88 -0.28 -1.76  -0.2398
C17 1.64 -0.87 -1.01  -0.4510
O16 1.07 -0.04 0.00  0.4243
S6 -0.15 0.95 -0.48  0.3190
C18 -1.47 -0.30 -0.79  -0.6159
O17 -0.48 1.79 0.67  -0.3318
O18 0.16 1.51 -1.78  -0.4442
H41 3.53 -0.83 -2.43  0.1266
H42 3.58 0.26 -1.11  0.0436
H43 2.43 0.46 -2.42  -0.0645
H44 0.89 -1.15 -1.75  0.2101
H45 1.94 -1.85 -0.65  0.4539
H46 -1.40 -0.77 -1.78  0.4959
H47 -2.40 0.26 -0.76  0.0052
H48 -1.48 -0.92 0.10  0.1983
C19 5.05 0.94 -4.63  -0.7739
C20 3.74 0.98 -5.42  -0.4617
O19 2.86 1.63 -4.45  -0.1422
S7 1.60 2.61 -4.96  1.0524
C21 0.31 1.20 -5.04  -0.2146
O20 1.08 3.61 -4.01  -0.4772
O21 1.83 3.00 -6.37  -0.6931
H49 5.14 1.77 -3.92  0.3045
H50 5.91 0.84 -5.28  0.3827
H51 4.98 0.04 -4.01  -0.0180
H52 3.85 1.62 -6.30  0.4374
H53 3.35 0.02 -5.78  0.3127
H54 0.43 0.67 -5.98  0.4711
H55 -0.58 1.83 -5.00  -0.0605
H56 0.31 0.71 -4.06  -0.1175
C22 -1.18 5.39 -5.25  -1.0533
C23 -2.51 4.67 -4.82  -0.3057
O22 -2.17 3.36 -4.28  -0.1914
S8 -3.23 2.61 -3.26  0.9973
C24 -2.71 3.37 -1.65  -0.5829
O23 -4.55 3.17 -3.46  -0.6290
O24 -2.88 1.17 -3.24  -0.5415
H57 -0.41 5.47 -4.48  0.2462
H58 -1.50 6.36 -5.62  0.4063
H59 -0.66 4.82 -6.02  0.2343
H60 -3.01 5.18 -4.00  0.3371
H61 -3.24 4.47 -5.61  0.3352
H62 -2.98 4.43 -1.66  0.5480
H63 -1.64 3.20 -1.55  0.1644
H64 -3.17 2.93 -0.77  0.0641
O25 6.35 2.34 2.12  -0.5713
S9 5.15 1.96 1.31  0.9637
O26 5.30 1.89 -0.18  -0.4622
O27 4.47 0.59 1.87  -0.2555
C25 3.36 0.85 2.70  0.3746
C26 2.77 2.18 2.29  0.1742
O28 3.80 2.90 1.70  -0.4198
H65 2.79 -0.04 2.45  -0.3829
H66 3.59 0.76 3.77  0.2393
H67 2.18 2.71 3.05  0.2507
H68 2.04 1.95 1.52  -0.0304
O29 5.14 -3.22 -2.76  -0.3177
S10 5.96 -3.31 -3.95  1.0029
O30 5.25 -3.37 -5.20  -0.5684
O31 7.12 -2.15 -4.00  -0.2430
C27 8.26 -2.46 -4.80  -0.2906
C28 8.42 -3.93 -4.22  -0.3523
O32 7.18 -4.42 -3.77  -0.3530
H69 8.03 -2.32 -5.85  0.2713
H70 9.10 -1.81 -4.54  0.2633
H71 9.18 -4.10 -3.46  0.2884
H72 8.82 -4.59 -5.00  0.2979

=====

Formula: C28H73N10O9P3
Source: the OMol25 dataset
Level of theory: wB97M-V/def2-TZVPD

Results
highest occupied orbital energy = -8.14 eV
multiplicity = 1
energy relative to the best compared isomer or geometry (same formula, charge and spin) = 0.0000 eV
SMILES string = CN(C)P(=O)(N(C)C)N(C)C.CN(C)P(=O)(N(C)C)N(C)C.CN(C)P(=O)(N(C)C)N(C)C.COCCCCCCCOC(=O)OCON=O
gap between HOMO and LUMO = 0.288 Ha

Last column: Mulliken charge in e.
Atoms and positions in Å:
C1 4.89 -3.78 3.52  -0.8155
N1 3.72 -3.81 2.66  0.1288
C2 2.57 -4.52 3.21  -0.7771
P1 3.71 -3.56 0.96  0.6144
O1 2.42 -2.84 0.75  -0.7064
N2 4.83 -2.36 0.51  0.2723
C3 6.06 -2.07 1.21  -1.1128
C4 4.29 -1.14 -0.09  -1.3365
N3 4.81 -4.82 0.55  0.0162
C5 5.09 -4.87 -0.91  -1.1032
C6 4.37 -6.18 0.93  -1.0498
H1 5.67 -4.50 3.24  0.3035
H2 4.60 -4.00 4.55  0.3729
H3 5.33 -2.79 3.55  0.2212
H4 2.57 -5.60 2.97  0.2867
H5 1.64 -4.10 2.82  0.0060
H6 2.53 -4.42 4.29  0.4193
H7 5.90 -1.41 2.07  0.3180
H8 6.76 -1.57 0.54  0.3094
H9 6.56 -2.98 1.54  0.3445
H10 3.88 -0.46 0.67  0.2727
H11 3.51 -1.36 -0.81  0.4018
H12 5.08 -0.61 -0.62  0.5780
H13 4.19 -5.09 -1.50  0.3408
H14 5.82 -5.65 -1.11  0.4294
H15 5.50 -3.93 -1.26  0.2940
H16 3.37 -6.42 0.57  0.3686
H17 4.38 -6.30 2.01  0.2870
H18 5.06 -6.92 0.53  0.3838
C7 -4.60 5.91 -0.66  -0.8071
N4 -3.77 5.04 0.14  0.0710
C8 -3.90 5.21 1.58  -0.9155
P2 -2.35 4.23 -0.39  0.8554
O2 -2.50 2.91 0.29  -0.6252
N5 -2.50 3.66 -2.01  0.2534
C9 -3.30 4.29 -3.04  -1.1104
C10 -2.49 2.21 -2.19  -0.8132
N6 -1.56 5.67 -0.96  -0.0748
C11 -0.22 5.44 -1.56  -1.2787
C12 -1.34 6.69 0.10  -1.1091
H19 -4.07 6.77 -1.09  0.3036
H20 -5.42 6.30 -0.06  0.3542
H21 -5.08 5.37 -1.48  0.2159
H22 -3.22 5.97 1.99  0.2830
H23 -3.70 4.27 2.09  0.0974
H24 -4.92 5.50 1.85  0.4253
H25 -4.36 3.99 -2.96  0.2952
H26 -2.95 3.98 -4.03  0.3445
H27 -3.23 5.37 -3.01  0.3566
H28 -3.45 1.77 -1.92  0.3163
H29 -1.72 1.74 -1.59  0.0016
H30 -2.28 1.94 -3.23  0.3515
H31 0.48 5.02 -0.83  0.3809
H32 0.18 6.39 -1.92  0.4729
H33 -0.27 4.78 -2.42  0.3213
H34 -0.81 6.29 0.97  0.3700
H35 -2.28 7.12 0.42  0.3517
H36 -0.75 7.51 -0.31  0.3537
C13 1.08 0.89 -3.79  -0.6713
N7 2.15 1.17 -2.85  0.3049
C14 1.70 1.66 -1.55  -0.8487
P3 3.79 1.46 -3.26  0.4869
O3 4.53 0.84 -2.13  -0.7352
N8 4.31 0.47 -4.56  0.3018
C15 3.45 -0.02 -5.61  -1.1045
C16 5.37 -0.49 -4.27  -1.0693
N9 3.49 2.77 -4.33  -0.0072
C17 4.73 3.30 -4.95  -1.0981
C18 2.81 3.92 -3.71  -0.8166
H37 0.93 1.68 -4.54  0.3203
H38 0.13 0.78 -3.26  0.2168
H39 1.23 -0.05 -4.31  0.1956
H40 1.60 2.75 -1.52  0.1437
H41 2.40 1.37 -0.77  0.2035
H42 0.74 1.22 -1.28  0.3302
H43 2.91 -0.93 -5.31  0.3003
H44 4.05 -0.28 -6.49  0.3564
H45 2.73 0.73 -5.94  0.3352
H46 4.99 -1.38 -3.75  0.3173
H47 6.15 -0.05 -3.66  0.2854
H48 5.83 -0.81 -5.21  0.3398
H49 5.42 3.71 -4.21  0.3483
H50 4.47 4.10 -5.66  0.4058
H51 5.24 2.53 -5.51  0.3240
H52 3.32 4.28 -2.81  0.3512
H53 1.78 3.67 -3.45  -0.0836
H54 2.75 4.75 -4.42  0.4800
C19 -2.89 -3.40 4.64  -0.9329
O4 -3.47 -3.41 3.35  -0.2262
C20 -2.66 -4.02 2.34  -0.7099
C21 -1.70 -3.06 1.59  -0.3810
C22 -1.52 -1.69 2.23  -1.0588
C23 -2.65 -0.71 1.87  0.3300
C24 -3.05 0.26 2.99  -1.0910
C25 -4.55 0.56 3.05  -0.9957
C26 -5.40 -0.70 2.99  0.4366
O5 -6.08 -0.83 1.71  -0.3375
C27 -6.17 -2.11 1.28  0.6111
O6 -5.39 -2.58 0.51  -0.4435
O7 -7.26 -2.81 1.70  -0.3498
C28 -7.19 -3.24 3.04  0.3502
O8 -8.02 -4.38 3.15  -0.2368
N10 -7.51 -5.26 4.18  0.2277
O9 -7.58 -4.79 5.24  -0.2115
H55 -3.43 -4.07 5.32  0.2231
H56 -1.84 -3.66 4.58  0.3975
H57 -2.92 -2.38 5.03  0.3081
H58 -2.16 -4.88 2.77  0.4686
H59 -3.37 -4.42 1.61  0.2924
H60 -2.07 -2.94 0.57  0.4035
H61 -0.73 -3.55 1.54  0.0319
H62 -1.35 -1.72 3.31  0.4510
H63 -0.60 -1.27 1.81  0.5471
H64 -3.50 -1.27 1.47  -0.1252
H65 -2.27 -0.10 1.04  0.3023
H66 -2.54 1.21 2.84  0.3389
H67 -2.73 -0.10 3.98  0.5313
H68 -4.88 1.29 2.32  0.3132
H69 -4.75 1.01 4.03  0.3077
H70 -4.74 -1.56 3.11  -0.1779
H71 -6.13 -0.76 3.80  0.2926
H72 -7.55 -2.45 3.70  0.2149
H73 -6.15 -3.48 3.30  -0.1243